A cluster of 2 separate species, C10H23NO2P in total, computed with wB97M-V/def2-TZVPD.

Geometry as ORCA input:
```
! RIJCOSX wB97M-V def2-TZVPD def2/J DEFGRID3
* xyz 1 1
C -2.367 0.734 -3.031
C -1.616 2.074 -3.144
C -2.353 0.386 -1.541
C -1.170 2.434 -1.719
C -1.093 1.072 -1.025
C 0.118 3.241 -1.678
C 0.848 -2.765 4.895
C 2.385 1.040 0.076
C 1.107 -3.399 3.515
C 1.446 -2.345 2.557
N 0.817 -2.080 1.472
O -0.016 -1.384 -1.323
O 1.307 0.150 -0.152
P 0.461 0.166 -1.599
H -3.384 0.801 -3.414
H -1.851 -0.039 -3.606
H -0.742 1.968 -3.788
H -2.245 2.854 -3.568
H -3.221 0.823 -1.044
H -2.374 -0.688 -1.356
H -1.959 3.017 -1.232
H -1.066 1.147 0.068
H 0.407 3.454 -0.651
H -0.016 4.188 -2.195
H 0.929 2.702 -2.169
H 1.637 -2.068 5.158
H 0.813 -3.541 5.653
H -0.101 -2.237 4.898
H 2.031 1.955 0.555
H 2.890 1.299 -0.854
H 3.095 0.539 0.734
H 0.249 -3.987 3.191
H 1.973 -4.061 3.613
H 2.273 -1.693 2.822
H -0.287 -1.826 -2.128
H 1.042 -1.281 0.838
H 0.032 -2.650 1.170
*
```

Its relative energy (zero: lowest compared OMol25 entry of this formula, charge and spin) is 0.0000 eV.

Atomic partial charges in e from the Mulliken method, atoms 1 to 6: -0.5484 -0.8398 -1.0121 0.1233 0.1245 -1.5722



A cluster of 2 separate species, C4H7NOS2 in total in a non-equilibrium geometry, computed with wB97M-V/def2-TZVPD.

Geometry as ORCA input:
```
! RIJCOSX wB97M-V def2-TZVPD def2/J DEFGRID3
* xyz 0 1
C -0.147 -1.189 0.370
C -0.668 -0.067 -0.523
C 0.378 1.051 -0.438
C -0.151 2.040 -1.286
H 1.550 -2.084 1.545
H 0.026 -0.556 1.338
H -0.825 -2.083 0.675
H -0.918 -0.495 -1.551
H -1.697 -0.257 2.107
H 0.527 1.346 0.656
H 2.137 0.313 -0.412
N -0.822 2.711 -2.011
O 1.495 0.668 -0.921
S 1.352 -2.014 -0.032
S -2.235 0.618 0.483
*
```

Its relative energy (zero: lowest compared OMol25 entry of this formula, charge and spin) is 5.7869 eV.

Atomic partial charges in e from the Mulliken method, atoms 1 to 6: -1.1820 0.0017 0.5117 0.0575 0.1780 0.2561



The molecule C3H3NO in a non-equilibrium geometry, computed with wB97M-V/def2-TZVPD.

Geometry as ORCA input:
```
! RIJCOSX wB97M-V def2-TZVPD def2/J DEFGRID3
* xyz 0 1
C 0.524 -0.086 0.741
C -0.144 -0.413 -0.557
O 0.187 -1.187 -1.394
C -1.111 1.335 -1.276
N -1.459 0.349 -0.699
H 1.354 -0.771 0.914
H 0.881 0.950 0.748
H -0.233 -0.177 1.523
*
```

Its relative energy (zero: lowest compared OMol25 entry of this formula, charge and spin) is 1.3688 eV.

Atomic partial charges in e from the Mulliken method, atoms 1 to 6: -0.9066 0.6569 -0.4261 -0.0864 -0.1550 0.2798



A structure of composition C16H27ClIMnO2P2 in a non-equilibrium geometry, computed with wB97M-V/def2-TZVPD.

Geometry as ORCA input:
```
! RIJCOSX wB97M-V def2-TZVPD def2/J DEFGRID3
* xyz 2 5
C 0.254 2.720 -4.491
C 0.471 1.897 -3.286
H 1.188 2.787 -5.073
H -0.081 3.719 -4.180
H -0.550 2.275 -5.093
O 1.498 1.401 -2.878
I -1.500 1.572 -2.002
Mn -0.071 0.155 -0.495
P -0.248 -1.669 -2.082
C 0.639 -3.173 -1.533
C -1.999 -2.159 -2.175
H -2.115 -2.946 -2.929
H 0.108 -2.566 -4.256
H -2.616 -1.297 -2.452
H -0.333 -0.831 -4.369
H 0.263 -3.542 -0.570
H -2.344 -2.533 -1.206
C 0.259 -1.570 -3.815
H 0.523 -3.954 -2.297
H 1.321 -1.300 -3.873
H 1.704 -2.926 -1.418
P 0.503 1.904 0.870
C 1.942 1.514 1.899
C 0.894 3.527 0.130
H -1.709 2.563 1.612
H -0.434 3.182 2.703
H -0.935 1.468 2.775
C -0.764 2.321 2.109
H -0.037 4.075 -0.073
H 1.511 4.100 0.841
H 2.343 2.451 2.303
H 2.702 1.008 1.292
H 1.453 3.403 -0.809
H 1.645 0.844 2.713
C 1.710 -0.186 -0.810
O 2.864 -0.328 -0.972
Cl 1.780 -1.926 1.795
C 0.436 -1.522 2.810
C 0.598 -1.633 4.194
C -0.468 -1.314 5.048
C -1.706 -0.964 4.503
C -1.860 -0.862 3.124
C -0.794 -1.126 2.247
C -1.012 -1.057 0.752
H 1.563 -1.957 4.586
H -0.324 -1.356 6.129
H -2.569 -0.774 5.147
H -2.828 -0.603 2.689
H -2.049 -0.754 0.537
H -0.828 -2.055 0.331
*
```

The expectation value of S² is 6.09. Its relative energy (zero: lowest compared OMol25 entry of this formula, charge and spin) is 0.0000 eV.

Atomic partial charges in e from the Mulliken method, atoms 1 to 6: -1.0500 0.5349 0.3626 0.3604 0.3441 -0.3506



A cluster of 9 separate species, C36H45N9 in total in a non-equilibrium geometry, computed with wB97M-V/def2-TZVPD.

Geometry as ORCA input:
```
! RIJCOSX wB97M-V def2-TZVPD def2/J DEFGRID3
* xyz 0 1
N -0.563 21.021 26.565
C 0.716 20.606 26.889
C 0.958 19.359 26.402
C -0.049 19.110 25.523
C -1.047 20.138 25.611
H -1.047 21.845 26.892
H 1.274 21.298 27.502
H 1.848 18.747 26.389
H -0.164 18.197 24.957
H -1.990 20.437 25.178
N -3.271 16.415 27.850
C -2.868 15.125 27.718
C -3.816 14.347 28.296
C -4.693 15.108 28.906
C -4.358 16.401 28.693
H -2.736 17.222 27.562
H -2.005 14.869 27.120
H -3.913 13.277 28.187
H -5.426 14.728 29.602
H -4.878 17.307 28.971
N -11.263 22.788 24.196
C -10.006 22.391 23.715
C -9.378 21.550 24.656
C -10.317 21.382 25.668
C -11.467 22.042 25.273
H -11.845 23.485 23.754
H -9.752 22.878 22.785
H -8.385 21.139 24.767
H -10.254 20.892 26.628
H -12.363 22.335 25.800
N -10.581 19.090 22.898
C -10.735 18.477 21.689
C -10.317 17.166 21.952
C -9.610 17.129 23.197
C -9.992 18.305 23.825
H -10.895 20.001 23.202
H -11.090 19.083 20.868
H -10.242 16.385 21.211
H -9.102 16.243 23.549
H -9.832 18.675 24.828
N -6.098 17.539 25.322
C -4.777 17.238 25.372
C -4.113 18.397 24.933
C -5.050 19.452 24.736
C -6.258 18.868 25.023
H -6.903 16.933 25.393
H -4.416 16.268 25.679
H -3.045 18.548 24.867
H -4.941 20.453 24.345
H -7.277 19.220 24.964
N -2.796 13.102 22.557
C -2.265 11.857 22.722
C -1.889 11.722 24.033
C -2.329 12.913 24.682
C -2.731 13.809 23.750
H -3.092 13.494 21.674
H -2.120 11.297 21.811
H -1.327 10.871 24.388
H -2.222 13.385 25.648
H -3.176 14.791 23.811
N -2.186 22.923 21.716
C -2.310 21.794 22.460
C -3.309 20.950 21.952
C -3.837 21.621 20.886
C -3.168 22.817 20.783
H -1.456 23.613 21.822
H -1.692 21.655 23.336
H -3.599 19.996 22.367
H -4.574 21.287 20.171
H -3.379 23.587 20.056
N -3.365 22.941 27.518
C -2.239 23.563 28.035
C -1.696 24.345 27.016
C -2.437 24.180 25.885
C -3.377 23.177 26.183
H -3.837 22.155 27.941
H -1.927 23.483 29.065
H -0.848 25.004 27.128
H -2.262 24.621 24.915
H -4.194 22.605 25.769
N -8.720 14.003 26.548
C -8.761 15.382 26.237
C -9.645 15.984 27.118
C -10.076 15.029 28.026
C -9.425 13.761 27.718
H -8.168 13.293 26.088
H -8.178 15.735 25.400
H -10.034 16.991 27.132
H -10.687 15.192 28.902
H -9.390 12.750 28.098
*
```

As for the structure (SMILES): c1cc[nH]c1.c1cc[nH]c1.c1cc[nH]c1.c1cc[nH]c1.c1cc[nH]c1.c1cc[nH]c1.c1cc[nH]c1.c1cc[nH]c1.c1cc[nH]c1. Its relative energy (zero: lowest compared OMol25 entry of this formula, charge and spin) is 4.4935 eV.

Atomic partial charges in e from the Mulliken method, atoms 1 to 6: 0.0643 -0.3931 -0.8397 -0.7500 -0.2725 0.4096



The ion C6H10N4O3S2 with charge -2 in a non-equilibrium geometry, computed with wB97M-V/def2-TZVPD.

Geometry as ORCA input:
```
! RIJCOSX wB97M-V def2-TZVPD def2/J DEFGRID3
* xyz -2 3
C -0.537 -0.444 3.880
C 0.250 -1.060 -0.843
C 0.883 1.423 -0.486
C -1.268 0.566 0.394
C 0.224 0.256 0.065
C -1.805 -0.191 1.519
N -1.034 1.594 2.979
N 0.021 0.591 4.604
N -0.284 1.711 4.033
N -1.129 0.265 2.785
O -4.536 -0.353 2.128
O -3.698 1.542 0.809
O -3.801 -0.669 -0.128
S -0.274 -2.150 3.916
S -3.659 0.138 1.073
H -0.546 -1.697 -0.363
H 1.278 -1.499 -0.934
H -0.164 -0.935 -1.856
H 0.432 1.887 -1.456
H 0.879 2.221 0.269
H 1.927 1.344 -0.765
H -1.429 1.562 0.775
H -2.053 0.415 -0.484
H 0.673 -0.102 0.966
H -1.654 -1.238 1.402
*
```

The expectation value of S² is 2.01. Its total energy is -40153.09190 eV.

Atomic partial charges in e from the Mulliken method, atoms 1 to 6: -0.0638 -1.4150 -1.6408 -1.7596 1.2426 -0.5100